Computed, not measured: 5 unconnected molecules or ions with the total composition C24H34N2O13 in a non-equilibrium geometry, with the ωB97M-V functional and the def2-TZVPD basis.

Bonds (Å) are listed after each position.
CARTESIAN COORDINATES (ANGSTROEM)
1 C 11.40884 -10.04272 -10.82071  C2 1.426, C6 1.366, H10 1.080
2 C 10.81189 -8.74969 -10.89187  C1 1.426, C3 1.399, H11 1.080
3 C 10.37954 -8.26385 -12.13075  C2 1.399, C4 1.416, H12 1.080
4 C 10.69871 -9.00911 -13.29125  C3 1.416, C5 1.387, N7 1.463
5 C 11.32657 -10.24135 -13.18049  C4 1.387, C6 1.381, H13 1.080
6 C 11.72783 -10.73418 -11.95490  C1 1.366, C5 1.381, H14 1.080
7 N 10.39370 -8.52828 -14.63931  C4 1.463, O8 1.224, O9 1.209
8 O 9.91832 -7.40441 -14.73284  N7 1.224
9 O 10.46932 -9.26589 -15.59428  N7 1.209
10 H 11.80608 -10.39601 -9.88061  C1 1.080
11 H 10.68444 -8.17276 -9.98783  C2 1.080
12 H 9.89675 -7.31390 -12.30660  C3 1.080
13 H 11.51524 -10.85567 -14.04849  C5 1.080
14 H 12.34583 -11.61971 -11.97243  C6 1.080
15 C 13.80742 -3.85994 -9.69343  C16 1.400, C20 1.373, H24 1.080
16 C 13.44985 -3.38583 -10.96090  C15 1.400, C17 1.392, H25 1.080
17 C 13.27580 -2.01978 -11.16325  C16 1.392, C18 1.392, H26 1.080
18 C 13.51472 -1.12560 -10.12364  C17 1.392, C19 1.412, N21 1.465
19 C 13.83553 -1.61486 -8.83872  C18 1.412, C20 1.357, H27 1.080
20 C 13.94949 -2.95669 -8.66971  C15 1.373, C19 1.357, H28 1.080
21 N 13.62306 0.29568 -10.46257  C18 1.465, O22 1.265, O23 1.278
22 O 13.50925 0.65859 -11.66858  N21 1.265
23 O 13.98095 1.14261 -9.57456  N21 1.278
24 H 13.99745 -4.91999 -9.61229  C15 1.080
25 H 13.27545 -4.11714 -11.73625  C16 1.080
26 H 13.03881 -1.68685 -12.16296  C17 1.080
27 H 14.05589 -0.91088 -8.04988  C19 1.080
28 H 14.33315 -3.19847 -7.68954  C20 1.080
29 C 6.08416 -12.77267 -15.17995  C30 1.551, H36 1.090, H37 1.090, H38 1.090
30 C 6.60837 -13.67045 -16.33079  C29 1.551, O31 1.459, H39 1.090, H40 1.090
31 O 6.78252 -15.06642 -15.94445  C30 1.459, C32 1.382
32 C 6.13089 -16.13279 -16.53533  O31 1.382, O33 1.233, O34 1.379
33 O 5.39205 -16.06044 -17.51935  C32 1.233
34 O 6.59248 -17.21950 -15.82232  C32 1.379, C35 1.454
35 C 5.96664 -18.50793 -16.07068  O34 1.454, H41 1.090, H42 1.090, H43 1.090
36 H 5.89097 -11.77910 -15.58442  C29 1.090
37 H 6.70262 -12.61291 -14.29673  C29 1.090
38 H 5.08857 -13.08216 -14.86197  C29 1.090
39 H 7.56970 -13.25807 -16.63719  C30 1.090
40 H 6.00314 -13.51561 -17.22399  C30 1.090
41 H 6.17901 -18.74179 -17.11390  C35 1.090
42 H 4.91337 -18.72866 -15.89745  C35 1.090
43 H 6.67182 -19.23947 -15.67613  C35 1.090
44 C 16.33789 0.92263 -15.27416  C45 1.594, H51 1.090, H52 1.090, H53 1.090
45 C 15.02444 0.98661 -16.17507  C44 1.594, O46 1.450, H54 1.090, H55 1.090
46 O 14.26031 -0.24184 -16.08412  C45 1.450, C47 1.338
47 C 13.09351 -0.22275 -16.73870  O46 1.338, O48 1.259, O49 1.382
48 O 12.62803 0.80936 -17.29015  C47 1.259
49 O 12.55223 -1.47771 -16.53045  C47 1.382, C50 1.442
50 C 11.24927 -1.75367 -17.08216  O49 1.442, H56 1.090, H57 1.090, H58 1.090
51 H 16.85121 1.88411 -15.26170  C44 1.090
52 H 16.92755 0.06614 -15.60101  C44 1.090
53 H 16.09362 0.70355 -14.23471  C44 1.090
54 H 15.37507 1.04814 -17.20530  C45 1.090
55 H 14.41363 1.87501 -16.01460  C45 1.090
56 H 10.49288 -1.11587 -16.62482  C50 1.090
57 H 10.86667 -2.76492 -16.94399  C50 1.090
58 H 11.04305 -1.43260 -18.10318  C50 1.090
59 C 10.04944 -10.58467 -4.26582  C60 1.531, H66 1.090, H67 1.090, H68 1.090
60 C 11.41545 -11.21537 -4.54894  C59 1.531, O61 1.467, H69 1.090, H70 1.090
61 O 12.52975 -10.53427 -3.88061  C60 1.467, C62 1.338
62 C 12.87073 -9.27064 -4.15922  O61 1.338, O63 1.239, O64 1.324
63 O 12.46360 -8.55810 -5.08812  C62 1.239
64 O 13.72305 -8.87649 -3.22566  C62 1.324, C65 1.402
65 C 13.89555 -7.50611 -2.98507  O64 1.402, H71 1.090, H72 1.090, H73 1.090
66 H 9.95954 -10.22007 -3.24255  C59 1.090
67 H 9.27902 -11.32688 -4.47485  C59 1.090
68 H 10.03020 -9.72116 -4.93071  C59 1.090
69 H 11.69023 -11.31891 -5.59865  C60 1.090
70 H 11.48852 -12.20417 -4.09614  C60 1.090
71 H 12.97638 -6.99610 -2.69677  C65 1.090
72 H 14.24340 -7.07448 -3.92357  C65 1.090
73 H 14.57062 -7.37822 -2.13888  C65 1.090

## Properties
**LUMO**: -0.034 hartree
**SMILES string**: O=[N+]([O-])c1ccccc1.O=[N+]([O-])c1ccccc1.CCOC(=O)OC.CCOC(=O)OC.CCOC(=O)OC
**Frontier orbital gap**: 9.35 eV
**Relative energy (zero: lowest compared OMol25 entry of this formula, charge and spin)**: 6.88 kcal/mol
**HOMO**: -10.2763 eV

These are the Mulliken partial charges, in e, on atoms 1 to 5: -0.417, -0.491, -0.354, 0.124, -0.264

Computed, not measured: a single C24H34N2O6S molecule in a non-equilibrium geometry, with the ωB97M-V functional and the def2-TZVPD basis.

Bonds (Å) are listed after each position.
CARTESIAN COORDINATES (ANGSTROEM)
1 C 1.54292 0.65631 -2.74655  H2 1.088, H3 1.088, H4 1.085, C5 1.527
2 H 2.50150 0.32744 -3.14195  C1 1.088
3 H 0.93718 -0.21229 -2.49801  C1 1.088
4 H 1.01984 1.21444 -3.51661  C1 1.085
5 C 1.74939 1.53543 -1.51522  C1 1.527, N6 1.455, C49 1.530, H67 1.094
6 N 2.59544 0.84153 -0.55572  C5 1.455, C7 1.339, H48 1.009
7 C 3.80749 1.29896 -0.21700  N6 1.339, O8 1.214, C9 1.531
8 O 4.28255 2.34179 -0.61775  C7 1.214
9 C 4.64102 0.40535 0.70538  C7 1.531, H10 1.098, H11 1.093, O12 1.422
10 H 5.33171 -0.16701 0.07280  C9 1.098
11 H 5.21935 1.05539 1.36744  C9 1.093
12 O 3.90293 -0.49206 1.52549  C9 1.422, C13 1.339
13 C 4.05015 -1.80370 1.30289  O12 1.339, O14 1.202, C15 1.515
14 O 4.65776 -2.26758 0.37503  C13 1.202
15 C 3.40296 -2.63436 2.39170  C13 1.515, H16 1.094, H17 1.090, C18 1.526
16 H 4.15953 -2.75522 3.17225  C15 1.094
17 H 3.19443 -3.62631 1.98965  C15 1.090
18 C 2.16122 -1.99325 3.00398  C15 1.526, C19 1.505, H46 1.092, H47 1.094
19 C 1.06262 -1.67617 2.02570  C18 1.505, C20 1.394, C24 1.392
20 C 0.05370 -0.80186 2.42621  C19 1.394, C21 1.382, H45 1.080
21 C -0.98328 -0.47450 1.57323  C20 1.382, C22 1.382, H44 1.078
22 C -1.01334 -1.02777 0.30686  C21 1.382, C23 1.380, S27 1.786
23 C -0.03232 -1.90471 -0.10959  C22 1.380, C24 1.385, H26 1.078
24 C 1.00714 -2.22571 0.74810  C19 1.392, C23 1.385, H25 1.078
25 H 1.77272 -2.90403 0.40618  C24 1.078
26 H -0.08757 -2.31156 -1.10668  C23 1.078
27 S -2.32140 -0.61075 -0.83510  C22 1.786, O28 1.436, O29 1.433, N30 1.685
28 O -3.04586 0.52283 -0.33172  S27 1.436
29 O -1.78608 -0.54502 -2.16224  S27 1.433
30 N -3.25370 -2.01206 -0.74892  S27 1.685, C31 1.449, C38 1.453
31 C -4.01668 -2.10244 0.47903  N30 1.449, H32 1.091, C33 1.531, H43 1.099
32 H -3.32910 -1.98078 1.31769  C31 1.091
33 C -4.68506 -3.47897 0.53094  C31 1.531, H34 1.091, O35 1.406, H42 1.101
34 H -5.34060 -3.55559 1.39966  C33 1.091
35 O -5.49557 -3.70034 -0.59614  C33 1.406, C36 1.409
36 C -4.75112 -3.59630 -1.78834  O35 1.409, H37 1.091, C38 1.528, H41 1.100
37 H -5.45555 -3.76440 -2.60377  C36 1.091
38 C -4.10291 -2.21772 -1.90928  N30 1.453, C36 1.528, H39 1.089, H40 1.099
39 H -3.47133 -2.14788 -2.79408  C38 1.089
40 H -4.88466 -1.44622 -1.95868  C38 1.099
41 H -3.96832 -4.36883 -1.80858  C36 1.100
42 H -3.90337 -4.25205 0.58806  C33 1.101
43 H -4.77768 -1.31047 0.52027  C31 1.099
44 H -1.75718 0.21929 1.86071  C21 1.078
45 H 0.08959 -0.36973 3.41530  C20 1.080
46 H 2.44871 -1.06920 3.50934  C18 1.092
47 H 1.76068 -2.66963 3.76544  C18 1.094
48 H 2.25559 -0.03171 -0.18241  N6 1.009
49 C 0.40394 1.91522 -0.89324  C5 1.530, H50 1.095, C51 1.538, C64 1.545
50 H -0.18395 0.99607 -0.79853  C49 1.095
51 C 0.45378 2.58884 0.48884  C49 1.538, H52 1.091, C53 1.530, C61 1.533
52 H 0.72236 1.89992 1.29085  C51 1.091
53 C -0.95074 3.19271 0.55506  C51 1.530, H54 1.089, H55 1.088, C56 1.528
54 H -1.11142 3.80513 1.44118  C53 1.089
55 H -1.74400 2.45310 0.46333  C53 1.088
56 C -0.77048 4.01601 -0.71972  C53 1.528, H57 1.089, C58 1.533, C64 1.532
57 H -1.61960 4.62602 -1.02362  C56 1.089
58 C 0.49066 4.82684 -0.40021  C56 1.533, H59 1.089, H60 1.091, C61 1.541
59 H 1.01133 5.13604 -1.30550  C58 1.089
60 H 0.23958 5.72525 0.16486  C58 1.091
61 C 1.32627 3.84887 0.44905  C51 1.533, C58 1.541, H62 1.087, H63 1.091
62 H 2.31331 3.66769 0.03201  C61 1.087
63 H 1.46306 4.23155 1.46172  C61 1.091
64 C -0.39902 2.93136 -1.73621  C49 1.545, C56 1.532, H65 1.090, H66 1.089
65 H 0.18952 3.33901 -2.55757  C64 1.090
66 H -1.28886 2.45774 -2.14957  C64 1.089
67 H 2.30882 2.43202 -1.79772  C5 1.094

## Properties
**LUMO**: 0.007 hartree
**SMILES string**: C[C@H](NC(=O)COC(=O)CCc1ccc(S(=O)(=O)N2CCOCC2)cc1)[C@@H]1C[C@@H]2CC[C@H]1C2
**Frontier orbital gap**: 9.68 eV
**HOMO**: -9.4961 eV

These are the Mulliken partial charges, in e, on atoms 1 to 5: -1.608, 0.468, 0.160, 0.379, -1.153

The lowest frontier orbital gap belongs to which entry? C24H34N2O13